This record from OMol25 describes C45H43Br2CoN6O2PS2 as an isolated structure. The level of theory is the ωB97M-V functional and the def2-TZVPD basis.

Results
multiplicity = 5
E_LUMO (spin up / spin down) = 2.16 / 2.16 eV
Kohn-Sham gap (spin up / spin down) = 4.903 / 6.092 eV
⟨S²⟩ = 6.0624
relative energy (zero: lowest compared OMol25 entry of this formula, charge and spin) = 9.9 kcal per mole
total energy = -269071.961 eV
net charge = -1

Geometry as XYZ:
```
102
C45H43Br2CoN6O2PS2 | OMol25 | the ωB97M-V functional and the def2-TZVPD basis
Co 0.77 -1.70 0.80
C 3.31 -0.68 2.62
O 2.02 -0.26 2.19
C 1.41 0.70 2.93
C 2.03 1.35 3.99
C 1.31 2.28 4.72
Br 2.19 3.16 6.15
C 0.00 2.58 4.44
C -0.62 1.95 3.36
C 0.09 1.04 2.59
O -0.51 0.48 1.49
C -2.03 2.29 3.09
N -2.71 3.18 3.76
C -3.97 3.19 3.19
C -5.09 3.96 3.51
C -6.24 3.76 2.76
C -6.29 2.83 1.72
C -5.18 2.06 1.39
C -4.03 2.26 2.14
N -2.77 1.71 2.10
H 3.29 -0.96 3.67
H 4.06 0.09 2.44
H 3.54 -1.57 2.04
H 3.05 1.14 4.26
H -0.56 3.29 5.02
H -0.10 0.88 0.69
H -5.05 4.68 4.32
H -7.13 4.34 2.99
H -7.20 2.70 1.16
H -5.22 1.34 0.58
H -2.42 0.98 1.51
C -0.25 -1.76 -4.83
C 0.31 -0.69 -3.92
N 0.33 -1.21 -2.56
C -0.69 -1.95 -2.02
N -0.78 -2.06 -0.72
C -1.90 -2.83 -0.18
C -2.30 -3.97 -1.09
C -2.64 -3.39 -2.44
N -1.53 -2.58 -2.92
C -1.62 -2.13 -4.30
H 0.40 -2.63 -4.83
H -0.33 -1.38 -5.86
H -0.31 0.21 -3.99
H 1.32 -0.41 -4.18
H 0.76 -0.60 -1.88
H -2.76 -2.17 -0.02
H -1.59 -3.19 0.80
H -3.15 -4.52 -0.68
H -1.46 -4.67 -1.18
H -3.55 -2.80 -2.37
H -2.81 -4.18 -3.18
H -2.29 -1.27 -4.39
H -2.06 -2.95 -4.88
C 0.46 -3.00 2.08
C 0.23 -4.05 2.98
C 0.93 -5.30 2.93
C 0.65 -6.33 3.81
C -0.33 -6.20 4.80
C -1.03 -4.99 4.89
C -0.77 -3.95 4.02
H 1.70 -5.42 2.17
H 1.21 -7.27 3.73
H -0.54 -7.02 5.48
H -1.79 -4.87 5.66
H -1.31 -3.02 4.10
Br 3.04 -6.16 -1.92
C 3.26 -4.34 -1.42
C 4.43 -3.68 -1.71
C 4.50 -2.34 -1.37
C 3.41 -1.74 -0.75
N 2.31 -2.41 -0.42
C 2.23 -3.69 -0.77
H 5.26 -4.18 -2.20
H 5.38 -1.75 -1.60
H 3.40 -0.68 -0.54
H 1.31 -4.20 -0.51
S 3.94 1.88 -2.47
P 2.15 2.39 -1.82
S 1.28 1.16 -0.51
C 2.17 4.07 -1.10
C 1.73 4.33 0.20
C 1.77 5.62 0.70
C 2.23 6.67 -0.09
C 2.66 6.42 -1.38
C 2.64 5.12 -1.89
C 0.99 2.61 -3.23
C -0.36 2.81 -2.98
C -1.26 2.91 -4.03
C -0.81 2.80 -5.34
C 0.54 2.61 -5.60
C 1.44 2.51 -4.54
H 1.38 3.51 0.81
H 1.43 5.82 1.71
H 2.25 7.68 0.31
H 3.03 7.23 -2.00
H 2.99 4.91 -2.89
H -0.71 2.88 -1.95
H -2.31 3.07 -3.83
H -1.52 2.87 -6.17
H 0.89 2.52 -6.62
H 2.50 2.34 -4.72
```

---

This record from OMol25 describes C45H43CoF2N4O5Te as an isolated structure in a non-equilibrium geometry. The level of theory is the ωB97M-V functional and the def2-TZVPD basis.

Results
multiplicity = 3
E_LUMO (spin up / spin down) = 3.84 / 3.84 eV
Kohn-Sham gap (spin up / spin down) = 5.871 / 5.877 eV
⟨S²⟩ = 2.0729
relative energy (zero: lowest compared OMol25 entry of this formula, charge and spin) = 0.0 kcal per mole
total energy = -113912.501 eV
net charge = -2

Geometry as XYZ:
```
101
C45H43CoF2N4O5Te | OMol25 | the ωB97M-V functional and the def2-TZVPD basis
Co -19.95 -15.81 5.10
C -20.68 -15.96 7.89
N -21.22 -16.12 6.56
C -22.41 -15.35 6.22
C -22.76 -15.64 4.86
C -24.02 -15.72 4.26
C -23.76 -15.91 2.89
C -22.39 -15.95 2.67
N -21.75 -15.79 3.90
C -21.50 -16.62 8.96
C -22.54 -17.54 8.64
C -23.45 -17.97 9.62
C -23.33 -17.59 10.93
C -22.32 -16.68 11.23
C -21.40 -16.25 10.28
H -20.61 -14.89 8.20
H -19.64 -16.30 7.91
H -23.25 -15.54 6.97
H -24.90 -15.69 4.86
H -24.43 -15.87 2.05
H -21.90 -16.06 1.74
H -22.71 -17.82 7.61
H -24.28 -18.61 9.37
H -23.99 -17.91 11.72
H -22.23 -16.46 12.33
H -20.67 -15.48 10.58
O -18.75 -15.52 3.51
C -17.56 -15.73 3.28
C -16.51 -15.84 4.24
C -15.19 -15.91 3.78
C -14.07 -16.00 4.61
C -14.28 -16.05 6.02
C -15.57 -16.00 6.51
C -16.73 -15.83 5.67
O -17.86 -15.80 6.25
N -12.74 -16.11 4.13
O -12.59 -16.13 2.89
O -11.77 -16.20 4.95
H -17.33 -15.68 2.23
H -15.01 -15.88 2.70
H -13.45 -16.08 6.72
H -15.78 -15.93 7.55
F -19.01 -18.05 6.36
C -19.62 -17.71 5.15
F -18.68 -18.12 4.18
H -20.52 -18.33 5.06
C -16.22 -7.63 -0.46
C -16.93 -8.53 0.57
C -18.29 -8.82 0.43
C -18.90 -9.75 1.24
C -20.44 -9.88 1.17
C -18.18 -10.43 2.26
Te -19.04 -11.82 3.68
N -20.14 -13.86 5.23
C -20.97 -13.38 5.99
O -22.21 -13.86 6.47
C -20.83 -11.99 6.55
C -21.93 -11.24 6.85
C -21.81 -9.95 7.45
C -20.54 -9.52 7.75
C -19.42 -10.27 7.44
C -19.55 -11.53 6.87
C -19.95 -12.83 1.96
C -19.17 -13.32 0.89
C -17.63 -13.29 0.88
C -19.78 -13.78 -0.26
C -21.16 -13.88 -0.35
C -21.88 -14.56 -1.42
C -21.90 -13.46 0.76
C -21.34 -12.95 1.91
C -22.31 -12.56 2.98
C -16.82 -10.12 2.41
C -15.97 -10.80 3.46
C -16.21 -9.22 1.54
H -15.95 -8.25 -1.28
H -15.28 -7.18 -0.08
H -16.83 -6.84 -0.80
H -18.84 -8.45 -0.40
H -20.91 -8.95 0.82
H -20.81 -10.20 2.13
H -20.71 -10.65 0.43
H -22.89 -11.66 6.67
H -22.74 -9.46 7.71
H -20.27 -8.59 8.25
H -18.47 -9.91 7.79
H -18.68 -12.18 6.64
H -17.25 -13.27 1.88
H -17.23 -12.44 0.34
H -17.25 -14.24 0.42
H -19.16 -14.16 -1.09
H -22.89 -14.11 -1.63
H -22.15 -15.60 -1.10
H -21.30 -14.66 -2.31
H -23.00 -13.48 0.71
H -21.94 -12.76 3.99
H -23.19 -13.18 2.82
H -22.49 -11.46 3.00
H -16.38 -10.72 4.41
H -14.92 -10.43 3.44
H -15.81 -11.90 3.32
H -15.15 -9.09 1.72
```